# 1
{
  "formula": "C3H6O2S",
  "method": "ωB97M-V/def2-TZVPD",
  "smiles": "CSC(=O)CO",
  "multiplicity": 1,
  "homo_lumo_gap_ev": 10.49,
  "species": ["C", "S", "C", "O", "C", "O", "H", "H", "H", "H", "H", "H"],
  "xyz": [[-2.259, 0.328, -0.128], [-1.103, -0.964, -0.222], [0.352, -0.065, -0.015], [0.275, 1.164, -0.004], [1.659, -0.778, 0.248], [2.648, -0.061, -0.510], [-2.723, 0.499, 0.875], [-1.652, 1.195, -0.316], [-3.092, 0.307, -0.877], [1.798, -0.748, 1.352], [1.657, -1.768, -0.159], [2.438, 0.891, -0.246]]
}

# 2
{
  "formula": "H18O9",
  "method": "ωB97M-V/def2-TZVPD",
  "smiles": "O.O.O.O.O.O.O.O.O",
  "multiplicity": 1,
  "homo_lumo_gap_ev": 9.06,
  "species": ["O", "H", "H", "O", "H", "H", "O", "H", "H", "O", "H", "H", "O", "H", "H", "O", "H", "H", "O", "H", "H", "O", "H", "H", "O", "H", "H"],
  "xyz": [[-0.340, -0.237, -3.226], [-0.306, -0.243, -2.340], [0.606, -0.186, -3.586], [3.313, 0.354, 2.034], [2.507, 0.227, 2.677], [3.160, 1.121, 1.400], [2.112, -2.077, 1.122], [2.624, -1.343, 1.019], [2.741, -2.849, 1.025], [-0.850, -2.520, -0.652], [-1.777, -2.445, -1.063], [-0.545, -1.675, -0.332], [-2.463, 2.476, -0.424], [-1.988, 1.650, 0.180], [-1.980, 2.708, -1.168], [0.171, -0.073, -0.319], [-0.314, 0.514, 0.261], [1.038, 0.186, -0.350], [2.641, 1.882, -0.416], [1.830, 2.394, -0.402], [3.219, 2.262, -1.151], [-2.969, -1.526, 0.301], [-3.785, -1.151, -0.066], [-2.271, -0.908, 0.518], [-1.980, 0.454, 1.258], [-1.656, 0.021, 1.965], [-2.748, 0.994, 1.724]]
}

# 3
{
  "formula": "C13H17N3O",
  "method": "ωB97M-V/def2-TZVPD",
  "smiles": "CCn1c([C@@H](C)NC(C)=O)nc2ccccc21",
  "multiplicity": 1,
  "homo_lumo_gap_ev": 9.23,
  "species": ["C", "C", "N", "C", "C", "C", "N", "C", "C", "O", "N", "C", "C", "C", "C", "C", "C", "H", "H", "H", "H", "H", "H", "H", "H", "H", "H", "H", "H", "H", "H", "H", "H", "H"],
  "xyz": [[-0.353, -0.380, -3.021], [0.514, 0.222, -1.917], [0.310, -0.456, -0.661], [-0.614, -0.185, 0.310], [-1.565, 0.973, 0.260], [-2.924, 0.573, 0.824], [-1.015, 2.077, 1.034], [-0.301, 3.076, 0.474], [0.247, 4.070, 1.474], [-0.135, 3.170, -0.727], [-0.551, -0.999, 1.328], [0.448, -1.888, 1.033], [0.936, -2.972, 1.755], [1.962, -3.702, 1.196], [2.501, -3.374, -0.051], [2.032, -2.303, -0.783], [1.000, -1.562, -0.228], [-0.126, -1.436, -3.149], [-0.167, 0.136, -3.958], [-1.409, -0.283, -2.774], [1.571, 0.122, -2.179], [0.296, 1.286, -1.791], [-1.666, 1.341, -0.765], [-2.795, 0.153, 1.818], [-3.379, -0.184, 0.191], [-3.581, 1.438, 0.871], [-1.031, 1.965, 2.035], [0.987, 3.584, 2.107], [0.718, 4.892, 0.942], [-0.553, 4.455, 2.102], [0.517, -3.222, 2.717], [2.364, -4.551, 1.730], [3.304, -3.977, -0.450], [2.454, -2.059, -1.747]]
}

# 4
{
  "formula": "C5H2NOS",
  "method": "ωB97M-V/def2-TZVPD",
  "multiplicity": 3,
  "charge": -1,
  "homo_lumo_gap_ev": [5.45, 6.83],
  "species": ["C", "C", "C", "C", "C", "N", "O", "S", "H", "H"],
  "xyz": [[3.244, -0.233, 2.114], [0.576, -0.244, -0.603], [0.058, -0.256, 0.701], [2.136, 0.051, 1.432], [1.948, -0.123, -0.753], [4.291, -0.611, 2.470], [0.854, -0.138, 1.742], [3.152, 0.119, -1.874], [0.084, -0.423, -1.612], [-1.017, -0.096, 1.131]]
}

# 5
{
  "formula": "C4H15N2O",
  "method": "ωB97M-V/def2-TZVPD",
  "multiplicity": 1,
  "charge": 1,
  "homo_lumo_gap_ev": 11.38,
  "species": ["N", "C", "C", "N", "C", "C", "H", "H", "H", "H", "H", "H", "H", "H", "H", "H", "H", "H", "H", "H", "H", "O"],
  "xyz": [[-0.251, 1.633, -1.627], [-0.965, 1.262, -0.408], [0.050, 0.788, 0.616], [1.028, -0.126, -0.042], [0.454, -1.491, -0.268], [2.361, -0.181, 0.630], [0.176, 2.552, -1.577], [-0.826, 1.570, -2.449], [1.143, 0.321, -0.967], [-1.638, 0.433, -0.651], [-1.644, 2.004, 0.023], [-0.402, 0.231, 1.407], [0.564, 1.604, 1.117], [-0.489, -1.323, -0.780], [0.317, -1.967, 0.690], [1.138, -2.027, -0.914], [2.219, -0.606, 1.627], [2.752, 0.822, 0.751], [2.976, -0.857, 0.047], [-3.138, -2.089, 0.365], [-3.136, -1.207, 1.630], [-2.690, -1.346, 0.782]]
}

# 6
{
  "formula": "I5Ni2",
  "method": "ωB97M-V/def2-TZVPD",
  "multiplicity": 5,
  "charge": -1,
  "homo_lumo_gap_ev": [3.64, 2.80],
  "species": ["Ni", "Ni", "I", "I", "I", "I", "I"],
  "xyz": [[-8.367, -0.125, 4.780], [-5.451, 2.677, 7.229], [-7.761, -0.569, 8.923], [-5.212, 2.211, 2.088], [-6.781, -3.205, 5.156], [-10.856, -2.107, 8.297], [-8.813, 2.782, 5.688]]
}

# 7
{
  "formula": "C14H11AuBF6N2O2",
  "method": "ωB97M-V/def2-TZVPD",
  "multiplicity": 1,
  "charge": -1,
  "homo_lumo_gap_ev": 6.62,
  "species": ["Au", "O", "C", "O", "C", "C", "C", "C", "C", "C", "N", "C", "C", "C", "C", "C", "C", "N", "H", "H", "H", "H", "H", "H", "H", "H", "H", "H", "F", "B", "F", "F", "F", "F", "C", "F", "H"],
  "xyz": [[-2.071, 0.690, -0.150], [5.244, -0.267, -4.289], [3.901, -0.227, -4.500], [3.488, -0.127, -5.619], [3.033, -0.301, -3.282], [3.493, -0.764, -2.054], [2.646, -0.817, -0.957], [1.327, -0.392, -1.074], [0.854, 0.041, -2.310], [1.701, 0.086, -3.401], [0.411, -0.444, 0.004], [0.798, -0.182, 1.169], [-0.139, -0.278, 2.325], [0.347, -0.115, 3.609], [-0.536, -0.206, 4.675], [-1.868, -0.447, 4.409], [-2.278, -0.578, 3.084], [-1.431, -0.493, 2.061], [5.420, -0.237, -3.341], [4.507, -1.131, -1.931], [3.000, -1.226, -0.019], [-0.180, 0.356, -2.380], [1.344, 0.422, -4.365], [1.807, 0.192, 1.380], [1.402, 0.079, 3.766], [-0.187, -0.084, 5.693], [-2.596, -0.522, 5.206], [-3.318, -0.732, 2.817], [-5.778, -2.006, -0.095], [-5.086, -0.816, 0.146], [-3.771, -0.944, -0.450], [-4.907, -0.629, 1.540], [-5.734, 0.276, -0.414], [0.011, 2.676, -0.398], [-1.397, 2.599, -0.353], [-1.735, 3.398, 0.731], [-1.723, 3.151, -1.232]]
}

# 8
{
  "formula": "H10IO5",
  "method": "ωB97M-V/def2-TZVPD",
  "multiplicity": 1,
  "charge": -1,
  "homo_lumo_gap_ev": 8.27,
  "species": ["I", "O", "H", "H", "O", "H", "H", "O", "H", "H", "O", "H", "H", "O", "H", "H"],
  "xyz": [[-0.017, -0.300, 0.121], [-1.543, 1.382, 2.819], [-1.335, 0.974, 1.978], [-0.963, 0.949, 3.446], [-1.422, 0.045, -3.350], [-1.265, -0.262, -2.457], [-0.784, 0.747, -3.479], [1.460, 2.789, -1.466], [0.811, 2.095, -1.356], [1.318, 3.371, -0.719], [3.361, -1.876, -0.739], [3.404, -1.859, -1.695], [2.623, -1.308, -0.521], [-2.218, -2.418, 2.368], [-1.653, -1.860, 1.834], [-1.776, -2.468, 3.215]]
}

# 9
{
  "formula": "C4H7NOS",
  "method": "ωB97M-V/def2-TZVPD",
  "multiplicity": 1,
  "homo_lumo_gap_ev": 9.44,
  "species": ["C", "C", "C", "C", "N", "O", "S", "H", "H", "H", "H", "H", "H", "H"],
  "xyz": [[1.438, 0.502, -0.510], [0.077, 0.000, -0.635], [1.954, 1.400, 0.337], [-0.568, -0.833, 0.446], [-1.617, -1.771, 0.069], [-2.437, 0.863, -0.458], [-1.234, 0.972, 0.319], [2.224, 0.031, -1.318], [-0.130, -0.114, -1.598], [2.997, 1.806, 0.398], [1.343, 1.803, 1.040], [0.114, -0.889, 1.358], [-1.718, -2.373, 0.866], [-2.443, -1.398, -0.315]]
}

# 10
{
  "formula": "C19H37N3",
  "method": "ωB97M-V/def2-TZVPD",
  "smiles": "CC(C)=CCC/C(C)=C/CC[C@H](C)NCCN1CCNCC1",
  "multiplicity": 1,
  "homo_lumo_gap_ev": 9.33,
  "species": ["C", "C", "C", "C", "C", "C", "C", "C", "C", "C", "C", "C", "C", "N", "C", "C", "N", "C", "C", "N", "C", "C", "H", "H", "H", "H", "H", "H", "H", "H", "H", "H", "H", "H", "H", "H", "H", "H", "H", "H", "H", "H", "H", "H", "H", "H", "H", "H", "H", "H", "H", "H", "H", "H", "H", "H", "H", "H", "H"],
  "xyz": [[0.981, -0.790, -2.958], [1.165, -2.145, -2.339], [2.594, -2.560, -2.115], [0.129, -2.920, -2.046], [0.181, -4.309, -1.491], [-0.471, -4.398, -0.099], [0.367, -3.735, 0.962], [1.453, -4.604, 1.529], [0.124, -2.490, 1.351], [0.867, -1.717, 2.401], [2.088, -0.986, 1.832], [1.695, 0.058, 0.782], [2.953, 0.715, 0.195], [0.772, 1.002, 1.386], [0.016, 1.829, 0.469], [-1.027, 2.623, 1.258], [-2.050, 3.195, 0.404], [-1.572, 4.331, -0.366], [-2.669, 4.803, -1.325], [-3.898, 5.157, -0.640], [-4.327, 4.044, 0.186], [-3.236, 3.574, 1.154], [-0.072, -0.536, -3.048], [1.476, -0.025, -2.361], [1.429, -0.774, -3.952], [3.268, -1.736, -2.336], [2.747, -2.865, -1.082], [2.860, -3.397, -2.760], [-0.873, -2.550, -2.227], [1.209, -4.666, -1.439], [-0.369, -4.970, -2.169], [-1.455, -3.928, -0.144], [-0.606, -5.452, 0.157], [2.172, -4.035, 2.109], [1.016, -5.369, 2.173], [1.983, -5.115, 0.727], [-0.682, -1.950, 0.873], [1.194, -2.382, 3.203], [0.197, -0.970, 2.826], [2.768, -1.706, 1.373], [2.620, -0.490, 2.649], [1.149, -0.453, -0.018], [3.516, 1.218, 0.980], [3.593, -0.035, -0.261], [2.689, 1.449, -0.564], [1.266, 1.586, 2.056], [-0.505, 1.169, -0.229], [0.649, 2.515, -0.119], [-1.513, 1.923, 1.943], [-0.522, 3.396, 1.868], [-0.697, 4.027, -0.940], [-1.277, 5.169, 0.298], [-2.322, 5.667, -1.897], [-2.905, 3.992, -2.019], [-3.729, 5.967, -0.048], [-5.220, 4.340, 0.742], [-4.585, 3.221, -0.484], [-3.588, 2.704, 1.711], [-3.015, 4.384, 1.878]]
}

# 11
{
  "formula": "C38H40N7O4PSSeSn",
  "method": "ωB97M-V/def2-TZVPD",
  "multiplicity": 1,
  "homo_lumo_gap_ev": 7.18,
  "species": ["Sn", "C", "C", "N", "O", "C", "C", "N", "O", "H", "H", "H", "H", "H", "H", "H", "C", "C", "C", "C", "C", "C", "P", "C", "C", "C", "C", "C", "C", "C", "C", "C", "C", "C", "C", "H", "H", "H", "H", "H", "H", "H", "H", "H", "H", "H", "H", "H", "H", "H", "Se", "C", "C", "C", "N", "C", "C", "H", "H", "H", "H", "O", "C", "N", "C", "O", "C", "C", "C", "C", "N", "C", "H", "H", "H", "H", "H", "H", "H", "H", "C", "N", "C", "C", "N", "C", "S", "H", "H", "H", "H", "H", "H"],
  "xyz": [[1.211, 0.699, 0.348], [3.089, 0.975, 4.573], [2.705, 0.716, 3.149], [1.556, 1.027, 2.677], [0.651, 1.622, 3.521], [3.620, 0.022, 2.252], [4.964, -0.436, 2.731], [3.192, -0.239, 1.047], [3.841, -1.034, 0.262], [2.224, 1.317, 5.133], [3.862, 1.744, 4.612], [3.485, 0.070, 5.032], [-0.170, 1.589, 2.984], [4.879, -1.167, 3.536], [5.543, 0.413, 3.100], [5.491, -0.887, 1.894], [2.149, 0.445, -7.001], [3.152, 0.373, -6.047], [2.828, 0.195, -4.710], [1.497, 0.081, -4.318], [0.491, 0.172, -5.279], [0.820, 0.350, -6.615], [1.177, -0.296, -2.548], [-0.565, 0.227, -2.403], [-1.548, -0.598, -1.869], [-2.830, -0.111, -1.670], [-3.135, 1.208, -1.968], [-2.149, 2.049, -2.467], [-0.869, 1.562, -2.678], [1.084, -2.121, -2.666], [2.014, -2.848, -1.930], [2.027, -4.235, -1.996], [1.122, -4.897, -2.809], [0.210, -4.173, -3.567], [0.185, -2.791, -3.494], [2.399, 0.578, -8.046], [4.189, 0.452, -6.346], [3.609, 0.143, -3.960], [-0.549, 0.108, -4.989], [0.033, 0.407, -7.357], [-1.315, -1.627, -1.621], [-3.589, -0.778, -1.279], [-4.136, 1.591, -1.808], [-2.376, 3.083, -2.692], [-0.098, 2.213, -3.077], [2.726, -2.311, -1.315], [2.741, -4.798, -1.407], [1.129, -5.978, -2.863], [-0.473, -4.692, -4.228], [-0.530, -2.230, -4.083], [2.694, 2.831, -0.345], [1.348, 4.166, -0.091], [0.903, 4.947, -1.154], [-0.053, 5.920, -0.912], [-0.582, 6.160, 0.286], [-0.138, 5.422, 1.299], [0.812, 4.422, 1.169], [1.308, 4.792, -2.145], [-0.417, 6.547, -1.720], [-0.567, 5.649, 2.272], [1.152, 3.859, 2.030], [-7.357, 0.434, 0.949], [-6.362, -0.486, 0.551], [-5.766, -1.211, 1.641], [-4.655, -0.914, 2.388], [-4.300, -1.652, 3.286], [-3.887, 0.326, 2.052], [-4.487, 1.568, 1.873], [-3.679, 2.668, 1.635], [-2.305, 2.501, 1.644], [-1.719, 1.319, 1.846], [-2.497, 0.256, 2.024], [-8.112, -0.032, 1.322], [-5.599, 0.110, 0.058], [-6.764, -1.209, -0.163], [-6.242, -2.041, 1.964], [-5.562, 1.682, 1.929], [-4.107, 3.647, 1.467], [-1.642, 3.345, 1.501], [-1.992, -0.695, 2.162], [-0.128, -2.934, 4.248], [1.121, -3.187, 3.570], [2.266, -3.731, 4.126], [3.206, -3.750, 3.162], [2.630, -3.242, 2.015], [1.355, -2.870, 2.269], [0.213, -2.222, 1.226], [-0.045, -3.265, 5.280], [-0.941, -3.469, 3.758], [-0.360, -1.869, 4.219], [2.313, -4.036, 5.156], [4.222, -4.102, 3.180], [3.159, -2.842, 1.232]]
}

# 12
{
  "formula": "C5H13NO2",
  "method": "ωB97M-V/def2-TZVPD",
  "smiles": "C=C/C=C(/C)N.O.O",
  "multiplicity": 1,
  "homo_lumo_gap_ev": 8.20,
  "species": ["C", "C", "C", "C", "C", "N", "H", "H", "H", "H", "H", "H", "H", "H", "H", "O", "H", "H", "O", "H", "H"],
  "xyz": [[-1.380, 0.739, -1.332], [-1.546, 0.323, -0.070], [-1.725, -1.090, 0.349], [-1.063, -1.800, 1.232], [-1.089, -3.348, 1.357], [-0.211, -1.301, 2.224], [-1.021, 1.785, -1.479], [-1.371, 0.278, -2.310], [-1.737, 1.091, 0.700], [-2.368, -1.562, -0.405], [-0.161, -3.774, 1.684], [-1.363, -3.787, 0.404], [-1.975, -3.496, 1.942], [0.047, -1.933, 2.954], [0.077, -0.341, 2.249], [2.668, 3.299, -0.469], [3.617, 3.361, -0.307], [2.406, 4.165, -0.137], [2.546, 2.616, -3.109], [2.331, 2.688, -2.187], [3.318, 2.086, -3.290]]
}

# 13
{
  "formula": "C14H22O",
  "method": "ωB97M-V/def2-TZVPD",
  "smiles": "CC1(C)C[C@@H]2C(=CCCC2(C)C)CC1=O",
  "multiplicity": 1,
  "homo_lumo_gap_ev": 9.57,
  "species": ["C", "C", "C", "C", "C", "C", "C", "C", "C", "C", "C", "C", "C", "C", "O", "H", "H", "H", "H", "H", "H", "H", "H", "H", "H", "H", "H", "H", "H", "H", "H", "H", "H", "H", "H", "H", "H"],
  "xyz": [[0.162, 3.366, 1.826], [-0.730, 2.372, 1.029], [-2.194, 2.588, 1.375], [-0.359, 0.867, 1.390], [0.878, 0.430, 0.566], [0.432, 0.448, -0.899], [0.937, -0.468, -1.799], [2.003, -1.494, -1.445], [2.648, -1.190, -0.131], [1.580, -0.881, 0.957], [2.345, -0.677, 2.293], [0.688, -2.110, 1.169], [-0.412, 1.586, -1.408], [-0.558, 2.753, -0.448], [-0.667, 3.894, -0.832], [-0.196, 4.391, 1.740], [1.179, 3.304, 1.458], [0.155, 3.026, 2.879], [-2.509, 3.615, 1.240], [-2.321, 2.325, 2.422], [-2.778, 1.958, 0.738], [-1.210, 0.195, 1.206], [-0.157, 0.791, 2.470], [1.622, 1.203, 0.714], [0.578, -0.465, -2.814], [2.828, -1.451, -2.166], [1.550, -2.480, -1.485], [3.230, -2.022, 0.143], [3.302, -0.318, -0.227], [2.909, 0.247, 2.269], [3.012, -1.547, 2.502], [1.658, -0.544, 3.137], [0.285, -2.154, 2.191], [-0.156, -2.063, 0.486], [1.198, -3.036, 0.980], [0.066, 1.935, -2.340], [-1.419, 1.184, -1.606]]
}

# 14
{
  "formula": "C11H25N2O5P2Yb",
  "method": "ωB97M-V/def2-TZVPD",
  "multiplicity": 2,
  "homo_lumo_gap_ev": [8.42, 8.40],
  "species": ["C", "C", "N", "C", "C", "C", "C", "P", "Yb", "P", "C", "O", "O", "H", "H", "H", "C", "C", "H", "H", "H", "H", "C", "C", "H", "H", "H", "H", "H", "H", "H", "H", "H", "H", "H", "H", "H", "H", "H", "H", "H", "H", "O", "N", "O", "O"],
  "xyz": [[1.539, 2.243, -2.235], [1.289, 1.277, -1.269], [0.090, 0.664, -1.137], [-0.838, 0.928, -2.088], [-0.619, 1.800, -3.141], [0.579, 2.507, -3.207], [2.398, 1.022, -0.273], [2.295, -0.636, 0.547], [-0.350, -1.091, 0.910], [-2.624, -0.431, -0.409], [-2.173, 0.204, -2.093], [2.236, 2.771, 1.987], [0.620, 0.996, 3.434], [2.497, 2.767, -2.183], [-1.420, 1.913, -3.878], [0.751, 3.238, -3.979], [3.321, -1.639, -0.567], [3.327, -0.521, 2.038], [-2.972, 0.874, -2.457], [-2.153, -0.663, -2.784], [2.346, 1.799, 0.555], [3.381, 1.141, -0.763], [-3.707, -1.851, -0.768], [-3.797, 0.868, 0.102], [-0.099, 0.887, 2.643], [0.297, 0.421, 4.155], [1.654, 2.227, 2.566], [1.766, 3.614, 1.837], [-0.098, -1.902, -0.931], [-0.934, 0.776, 1.757], [4.365, -1.294, -0.528], [3.242, -2.685, -0.226], [2.924, -1.569, -1.589], [4.350, -0.207, 1.785], [2.863, 0.167, 2.763], [3.335, -1.532, 2.480], [-4.649, 0.925, -0.589], [-4.128, 0.623, 1.122], [-3.250, 1.821, 0.138], [-4.595, -1.523, -1.328], [-3.143, -2.622, -1.320], [-3.998, -2.272, 0.210], [-1.852, -4.393, 3.323], [-1.508, -4.075, 2.188], [-1.618, -4.739, 1.147], [-0.942, -2.827, 2.051]]
}